Record 1
Entry from OMol25: a cluster of 11 separate species, C3H27NO12 in total (the ωB97M-V functional and the def2-TZVPD basis).

Geometry as XYZ:
```
43
Properties=species:S:1:pos:R:3:forces:R:3
N 0.464 -0.515 -0.025 -0.4629 0.1764 -0.5969
C 1.876 -0.226 0.080 -0.0921 -0.7364 -0.1625
C 2.582 -1.571 -0.090 0.2526 0.5291 0.2568
O 2.170 -2.575 0.441 0.1715 -0.0801 -0.1810
C 2.256 0.409 1.420 0.2785 0.7929 0.1305
O 1.475 1.564 1.701 -0.4703 0.1871 -0.2179
H -0.046 0.294 -0.353 -0.0644 0.1055 0.0025
H 0.054 -0.766 0.860 0.0123 0.0206 0.1726
H 2.184 0.417 -0.751 -0.1117 -0.0151 0.1464
H 3.506 -1.578 -0.698 -0.0864 -0.1926 0.0979
H 2.155 -0.289 2.256 0.0934 -0.2121 -0.1783
H 3.288 0.788 1.367 -0.1579 -0.3601 0.1919
H 0.525 1.339 1.891 0.3944 -0.2771 -0.0998
O -1.178 -1.540 3.821 0.2231 -0.1864 -0.2940
H -0.723 -1.955 3.057 -0.1741 0.1868 0.5442
H -0.945 -0.607 3.771 -0.0724 0.1134 0.0237
O 0.081 1.869 -2.738 0.1165 0.2272 0.3278
H -0.848 1.626 -2.540 0.5836 0.3562 0.2001
H 0.440 2.390 -1.978 -0.5324 -0.3844 -0.4503
O -1.238 1.050 1.935 -0.4496 0.0720 -0.0691
H -1.587 1.796 1.381 0.1531 -0.4247 0.1594
H -1.789 0.264 1.686 0.4442 0.4586 0.0961
O -0.329 -2.941 1.567 0.5398 -0.6148 -0.1208
H -0.440 -3.872 1.815 0.1021 0.3481 -0.0985
H 0.577 -2.860 1.165 -0.5326 -0.0359 0.1265
O -2.541 -1.292 1.230 0.3222 -0.6926 -0.0239
H -1.857 -2.006 1.218 -0.3346 0.6014 -0.3299
H -2.922 -1.444 2.103 -0.1977 0.1777 0.1330
O -1.175 -1.455 -2.891 0.3190 0.0680 0.2989
H -0.304 -1.152 -3.249 -0.2421 -0.1820 0.0919
H -0.928 -1.717 -1.987 -0.0468 -0.0315 -0.2332
O -1.890 2.831 -0.041 -0.0410 -0.0269 -0.2284
H -0.997 3.196 -0.215 -0.4747 -0.2256 -0.0613
H -2.115 2.241 -0.792 0.3431 0.5501 0.4064
O 1.270 -0.398 -3.464 -0.0310 0.1858 0.0516
H 1.397 -0.253 -4.407 0.0953 0.0014 0.0252
H 0.914 0.468 -3.125 0.1250 -0.1668 -0.2377
O 0.804 3.200 -0.388 0.4316 -0.3780 0.5022
H 1.107 2.633 0.383 -0.0927 0.3153 -0.4198
H 1.397 3.955 -0.406 0.0274 0.1458 -0.0024
O -2.318 0.773 -1.885 -0.1447 -0.5239 -0.2663
H -2.764 0.347 -1.147 -0.1857 -0.0154 0.2321
H -1.987 -0.014 -2.399 -0.0311 0.1433 0.0547
```
Forces are in eV/Å.

* frontier orbital gap: 0.3749 hartree
* SMILES string: N[C@H](C=O)CO.O.O.O.O.O.O.O.O.O.O
* HOMO energy: -9.92 eV
* energy above the lowest of the compared OMol25 structures with the same formula, charge and spin: 0.00 kcal/mol
* calculated total energy: -1088.1922 Eh

***

Record 2
Entry from OMol25: an isolated molecule of C16H17ClN4OS at a distorted geometry (the ωB97M-V functional and the def2-TZVPD basis).

Geometry as XYZ:
```
40
Properties=species:S:1:pos:R:3:forces:R:3
O 1.328 1.488 -0.646 -0.4548 0.0459 0.3476
C 0.285 1.586 -0.027 0.1564 -0.8823 -0.5087
N -0.557 0.522 0.240 -0.1295 1.0323 0.3178
C -0.473 -0.814 -0.155 0.3901 -1.4832 -0.1973
C -1.305 -1.754 0.514 0.4515 -0.6032 -0.8418
C -1.313 -3.114 0.137 0.5536 0.1012 -0.2782
C -0.449 -3.549 -0.924 -1.3921 0.0455 1.7933
S -0.420 -5.244 -1.403 0.4877 -0.4402 -0.3274
C 1.326 -5.731 -1.074 0.0473 1.4766 -0.2894
C 1.606 -6.230 0.341 -1.2305 0.8029 0.8394
N 1.741 -7.592 -0.146 0.1823 -1.5452 0.5553
C 1.643 -7.134 -1.521 1.1710 -0.2881 -0.9680
C 0.336 -2.627 -1.558 0.0856 0.7170 0.2561
C 0.382 -1.293 -1.172 -0.2525 0.9642 -0.3844
C -0.212 2.913 0.435 0.0805 2.8395 -0.2288
N -1.272 3.132 1.185 -0.8182 1.0555 0.6331
N -1.409 4.506 1.324 1.1729 -0.6013 -0.7023
C -0.416 5.205 0.643 -1.4756 -0.5190 -0.3029
C -0.431 6.700 0.457 -0.6206 -0.1525 0.6201
C -1.680 7.552 0.835 1.8481 -0.1164 -0.0413
C -0.412 7.626 1.668 0.0513 -0.7415 0.1578
C 0.322 4.218 0.037 0.7143 -0.8506 -0.2128
Cl 1.619 4.497 -1.089 -0.4064 0.0796 0.4990
H -1.365 0.773 0.792 0.0038 -0.0571 0.0053
H -1.923 -1.409 1.333 -0.1152 -0.0380 0.0117
H -1.957 -3.869 0.657 0.6988 0.9232 -0.5011
H 2.072 -5.016 -1.455 -0.7108 0.1932 0.1314
H 2.491 -5.753 0.742 0.4124 -0.3364 0.3519
H 0.766 -6.128 1.054 0.4863 0.2669 -0.2548
H 0.923 -8.157 0.081 0.3936 0.2112 0.1671
H 2.610 -7.242 -2.073 -0.7076 0.1972 0.3388
H 0.878 -7.582 -2.098 -0.7840 -0.7126 -0.6930
H 0.914 -2.956 -2.391 0.4823 -0.0641 -0.4508
H 1.009 -0.610 -1.772 -0.4456 -0.3501 0.7353
H -2.233 4.964 1.727 0.5635 -0.9806 -0.1242
H 0.125 7.015 -0.419 -0.0323 -0.0365 0.1627
H -1.873 8.445 0.240 -0.1620 -0.5032 -0.0286
H -2.527 7.035 1.243 -0.2892 0.0257 0.0824
H -0.391 7.134 2.663 -0.0557 0.4369 -0.8167
H 0.238 8.494 1.570 -0.3504 -0.1123 0.1466
```
Forces are in eV/Å.

* frontier orbital gap: 0.3142 hartree
* SMILES string: O=C(Nc1ccc(SC2CNC2)cc1)c1n[nH]c(C2CC2)c1Cl
* HOMO energy: -8.03 eV
* energy above the lowest of the compared OMol25 structures with the same formula, charge and spin: 69.16 kcal/mol
* calculated total energy: -1772.4656 Eh

***

Record 3
Entry from OMol25: a structure of composition C11H10ClNSYb at a distorted geometry (the ωB97M-V functional and the def2-TZVPD basis).

Geometry as XYZ:
```
25
Properties=species:S:1:pos:R:3:forces:R:3
C -1.819 1.507 0.185 -0.6009 0.6000 0.6412
C -0.703 2.208 -0.310 0.1071 1.5617 0.4994
C 0.300 2.211 0.714 0.1590 1.9018 -0.1873
H -0.623 2.664 -1.295 0.0653 -0.0430 0.2717
C -0.183 1.466 1.819 -0.9729 1.1387 0.7810
C -1.512 1.077 1.507 -0.1456 1.4660 0.9692
H -2.152 0.486 2.179 0.4954 0.9423 -0.4272
H -2.745 1.276 -0.356 0.5203 0.1595 0.2833
H 1.295 2.635 0.621 -0.1503 0.0567 -0.0041
H 0.342 1.252 2.754 -0.1780 0.1739 -0.3608
Yb 0.155 0.082 -0.020 1.0936 -4.4615 -1.4492
Cl -1.171 -2.022 -0.869 0.5909 -1.6397 -2.4883
C 4.884 -0.314 -2.610 -0.0835 0.1948 0.0800
C 5.475 0.194 -1.419 -0.1665 0.1640 -0.0908
C 5.431 1.616 -1.478 -0.1430 -0.1453 -0.1828
H 5.900 -0.405 -0.602 -0.1829 0.2837 -0.4066
C 4.812 1.986 -2.705 0.0181 -0.2663 0.1190
C 4.474 0.793 -3.405 0.0393 0.0652 0.2542
H 3.990 0.738 -4.390 0.2509 0.0208 0.4760
H 4.772 -1.375 -2.874 0.0771 0.5113 0.1153
H 5.814 2.307 -0.713 -0.1797 -0.3450 -0.3815
H 4.634 3.013 -3.055 0.0944 -0.5138 0.1692
S -4.090 -2.321 1.593 -1.5594 -0.5455 0.4570
C -2.836 -1.504 1.189 3.7787 0.9040 -1.1345
N -1.761 -1.039 0.811 -2.9274 -2.1845 1.9966
```
Forces are in eV/Å.

* frontier orbital gap (alpha / beta): 0.1818 / 0.1324 hartree
* <S²>: 0.76
* HOMO energy (alpha / beta): -2.92 / -2.92 eV
* 2S+1: 2
* net charge: -1
* energy above the lowest of the compared OMol25 structures with the same formula, charge and spin: 107.64 kcal/mol
* calculated total energy: -2496.8858 Eh

***

Record 4
Entry from OMol25: an isolated molecule of C5H4S3 at a distorted geometry (the ωB97M-V functional and the def2-TZVPD basis).

Geometry as XYZ:
```
12
Properties=species:S:1:pos:R:3:forces:R:3
S 3.147 -0.654 0.063 -0.0420 -0.0092 0.0504
C 1.688 0.054 0.053 -0.4787 -1.7736 -0.0541
C 1.394 1.434 0.185 -0.1860 0.1909 -0.5430
C 0.139 1.782 -0.080 -0.8727 2.5512 0.6723
C -0.770 0.698 -0.128 -0.7339 -1.7309 -0.9170
C -2.109 0.763 -0.138 -0.3956 -0.8400 0.7752
S -3.236 -0.600 0.141 1.0471 0.6457 -0.3402
S 0.143 -0.842 -0.201 0.4691 0.9491 0.3138
H 2.194 2.071 0.388 1.0509 1.1344 0.1729
H -0.258 2.847 -0.097 0.6677 -1.4886 0.0401
H -2.592 1.721 -0.111 -0.1627 0.3186 -0.1418
H -2.242 -1.478 0.412 -0.3632 0.0523 -0.0286
```
Forces are in eV/Å.

* frontier orbital gap: 0.2603 hartree
* SMILES string: S=C1C=C/C(=C/S)S1
* HOMO energy: -8.25 eV
* energy above the lowest of the compared OMol25 structures with the same formula, charge and spin: 7.60 kcal/mol
* calculated total energy: -1387.4455 Eh

***

Record 5
Entry from OMol25: a cluster of 2 separate species, C3H9N2O3 in total at a distorted geometry (the ωB97M-V functional and the def2-TZVPD basis).

Geometry as XYZ:
```
17
Properties=species:S:1:pos:R:3:forces:R:3
C -0.772 0.419 0.979 2.0736 -3.7146 1.5402
N 0.022 1.531 0.557 0.5379 1.5567 1.8015
C 1.547 1.609 1.075 -0.2893 0.6900 -0.8783
O 2.185 0.708 0.690 1.4832 -2.8766 -0.8863
O 1.811 2.631 1.697 -1.6989 0.7925 0.5428
C -1.747 0.041 -0.070 -3.4665 0.7458 -2.4580
N -1.262 -0.500 -1.358 4.1849 -0.2049 1.2321
H -1.233 0.600 1.950 -0.3750 0.2071 -0.0816
H -0.107 -0.583 1.201 -1.0703 2.6036 -0.7708
H -0.459 2.365 0.903 0.0106 0.3196 -0.6795
H -2.495 -0.721 0.128 0.2618 -0.1634 1.6699
H -2.471 0.900 -0.305 1.2010 -0.6350 0.2658
H -0.182 -0.693 -1.163 -2.7981 0.0720 -0.7771
H -1.175 0.241 -2.024 -0.0969 0.5719 -0.5516
H 2.130 -2.063 -1.269 1.2778 -2.4205 -1.7026
H 1.803 -3.527 -1.244 0.2772 -0.3746 -0.3697
O 2.405 -2.957 -1.746 -1.5129 2.8304 2.1030
```
Forces are in eV/Å.

* frontier orbital gap (alpha / beta): 0.3977 / 0.2384 hartree
* <S²>: 0.76
* HOMO energy (alpha / beta): -10.38 / -10.37 eV
* 2S+1: 2
* energy above the lowest of the compared OMol25 structures with the same formula, charge and spin: 44.20 kcal/mol
* calculated total energy: -454.8169 Eh

***

Record 6
Entry from OMol25: a structure of composition C9H22B3LiO3P at a distorted geometry (the ωB97M-V functional and the def2-TZVPD basis).

Geometry as XYZ:
```
39
Properties=species:S:1:pos:R:3:forces:R:3
C -2.522 -3.635 0.181 -0.3859 0.0943 -0.2282
C -1.599 -3.554 -1.188 -0.1280 -0.9071 0.3429
C -0.140 -4.315 -1.037 0.1779 0.3794 1.1869
C 1.139 -3.237 -1.076 -0.1805 -1.6711 0.3117
C 1.406 -2.803 0.482 -0.5122 0.6585 -0.2110
B 2.081 -1.316 0.685 1.5263 -0.0534 0.2738
O 3.018 -1.118 1.847 -4.9148 2.3500 -0.0347
B 2.213 -0.220 2.748 0.5754 -0.7165 -1.5019
O 1.182 0.726 2.277 2.0556 -2.3025 -2.8634
B 1.130 0.819 0.805 1.8508 -0.7637 0.2191
P 0.063 2.193 -0.022 -0.4820 -0.1425 0.3391
C -0.897 3.100 1.382 -0.4491 0.5541 -0.0956
C -2.307 3.642 0.669 0.8213 -0.9204 -0.4443
C 1.170 3.393 -1.019 -0.5093 0.3416 -1.0538
C 0.226 3.987 -2.247 0.3708 0.5290 0.0815
O 1.829 -0.116 -0.140 -1.7940 -0.1127 4.4575
H -2.326 -4.603 0.817 -0.2437 1.8844 -1.3282
H -3.664 -3.648 -0.117 2.3244 0.1045 0.6293
H -2.351 -2.693 0.855 -0.2531 -1.8150 -1.1746
H -1.430 -2.422 -1.437 -0.4451 -2.2634 0.1481
H -2.195 -4.139 -2.020 1.1866 1.5927 1.4695
H -0.138 -4.777 0.064 0.1487 0.8013 -2.4418
H 0.012 -5.215 -1.769 -0.4228 1.9420 1.1745
H 2.089 -3.846 -1.452 -1.9740 1.5646 0.6551
H 0.900 -2.343 -1.805 0.5749 -1.7426 1.6128
H 2.025 -3.591 1.087 -1.2127 1.4012 -1.3028
H 0.332 -2.753 1.002 2.1506 0.0181 -0.9168
H 2.364 -0.299 3.934 0.1144 0.1465 -0.4429
H -1.171 2.312 2.227 0.9691 1.8497 -1.6928
H -0.234 3.993 1.789 -1.4281 -1.7214 -0.4159
H -3.084 2.747 0.757 1.5300 2.2121 -0.1938
H -2.700 4.642 1.134 0.6701 -2.0674 -0.9307
H -2.034 3.747 -0.488 -1.0135 0.1107 2.5521
H 2.090 2.858 -1.522 -1.7521 1.0273 1.4062
H 1.528 4.279 -0.314 -0.3084 -1.4651 -1.2072
H -0.480 3.136 -2.640 1.5520 1.6974 0.7791
H -0.453 4.891 -1.881 1.4492 -1.9498 -0.7773
H 0.945 4.360 -3.102 -1.6335 -0.6741 1.6120
Li 1.984 5.818 0.533 -0.0053 0.0291 0.0062
```
Forces are in eV/Å.

* frontier orbital gap: 0.2338 hartree
* HOMO energy: -11.57 eV
* net charge: +1
* calculated total energy: -1005.0955 Eh